# 1
H12O6 | the ωB97M-V functional and the def2-TZVPD basis

Cartesian coordinates (Å):
O1 -0.906 1.653 0.163
H1 -1.091 0.869 0.859
H2 -1.461 2.352 0.583
O2 0.939 -1.315 -1.135
H3 0.017 -1.139 -1.132
H4 1.445 -0.544 -1.395
O3 -1.081 -0.485 1.535
H5 -1.641 -0.962 0.911
H6 -0.055 -0.657 1.291
O4 1.690 -1.072 1.228
H7 1.846 -0.119 1.094
H8 1.710 -1.511 0.390
O5 -1.982 -0.810 -0.809
H9 -2.698 -1.068 -1.371
H10 -1.719 0.156 -0.993
O6 1.807 1.167 -0.528
H11 0.871 1.497 -0.170
H12 2.309 1.987 -0.521

Values from the calculation:
Structure (SMILES)   O.O.O.O.O.O
Energy above the lowest of the compared OMol25 structures with the same formula, charge and spin   25.3 kcal/mol
Kohn-Sham gap   11.011 eV
Net charge   0
2S+1   1
LUMO energy   0.35 eV
Energy   -12480.0157 eV
HOMO energy   -10.661 eV
Max |F|   3.02 eV/A

---

# 2
H12O6 | the ωB97M-V functional and the def2-TZVPD basis

Cartesian coordinates (Å):
O1 -0.494 -0.266 0.816
H1 -0.582 -0.733 1.638
H2 -1.437 -0.271 0.457
O2 -3.216 0.297 0.391
H3 -3.409 0.380 -0.574
H4 -4.017 -0.019 0.827
O3 -1.537 -0.640 -1.495
H5 -0.615 -0.513 -1.671
H6 -1.781 -1.485 -1.958
O4 1.357 1.483 1.966
H7 1.246 2.401 1.733
H8 0.580 1.108 1.531
O5 1.240 -0.414 -2.016
H9 1.727 -1.278 -2.128
H10 1.450 -0.188 -1.110
O6 2.862 -0.305 0.292
H11 2.525 0.427 0.850
H12 2.617 -1.065 0.773

Values from the calculation:
Structure (SMILES)   O.O.O.O.O.O
Energy above the lowest of the compared OMol25 structures with the same formula, charge and spin   21.0 kcal/mol
Kohn-Sham gap   11.365 eV
Net charge   0
2S+1   1
LUMO energy   0.58 eV
Energy   -12480.2037 eV
HOMO energy   -10.786 eV
Max |F|   2.83 eV/A

---

# 3
H12O6 | the ωB97M-V functional and the def2-TZVPD basis

Cartesian coordinates (Å):
O1 12.591 1.977 -13.441
H1 12.729 2.627 -12.743
H2 11.638 1.882 -13.515
O2 17.182 2.982 -9.721
H3 17.704 3.716 -10.062
H4 17.511 2.829 -8.828
O3 16.716 0.086 -9.566
H5 17.498 -0.300 -9.164
H6 16.911 1.026 -9.665
O4 14.722 3.012 -11.397
H7 14.292 3.071 -10.540
H8 15.643 2.806 -11.182
O5 16.900 3.268 -13.245
H9 15.974 3.266 -12.975
H10 17.007 2.458 -13.752
O6 12.106 5.473 -11.447
H11 12.599 5.374 -10.628
H12 12.604 6.122 -11.953

Values from the calculation:
Structure (SMILES)   O.O.O.O.O.O
Energy above the lowest of the compared OMol25 structures with the same formula, charge and spin   32.1 kcal/mol
Kohn-Sham gap   11.027 eV
Net charge   0
2S+1   1
LUMO energy   0.13 eV
Energy   -12479.7238 eV
HOMO energy   -10.896 eV
Max |F|   0.27 eV/A

---

# 4
H12O6 | the ωB97M-V functional and the def2-TZVPD basis

Cartesian coordinates (Å):
O1 0.774 1.253 -0.306
H1 0.021 1.590 0.192
H2 0.664 0.296 -0.280
O2 -1.801 -2.893 -0.782
H3 -2.352 -3.683 -0.804
H4 -1.072 -3.131 -0.199
O3 -2.324 4.182 -0.644
H5 -3.093 3.985 -0.097
H6 -2.531 3.777 -1.494
O4 5.560 0.445 1.029
H7 6.220 1.143 1.101
H8 4.772 0.899 0.709
O5 1.393 -1.725 -1.485
H9 0.856 -2.130 -2.176
H10 0.787 -1.121 -1.041
O6 -2.910 -1.037 2.356
H11 -1.983 -0.835 2.526
H12 -2.983 -1.016 1.395

Values from the calculation:
Structure (SMILES)   O.O.O.O.O.O
Energy above the lowest of the compared OMol25 structures with the same formula, charge and spin   44.6 kcal/mol
Kohn-Sham gap   11.354 eV
Net charge   0
2S+1   1
LUMO energy   -0.01 eV
Energy   -12479.1777 eV
HOMO energy   -11.366 eV
Max |F|   0.56 eV/A

---

# 5
H12O6 | the ωB97M-V functional and the def2-TZVPD basis

Cartesian coordinates (Å):
O1 14.587 -17.030 -11.053
H1 14.033 -16.569 -11.674
H2 14.196 -17.846 -10.790
O2 10.932 -18.357 -11.446
H3 11.723 -18.806 -11.205
H4 11.000 -17.465 -11.078
O3 13.078 -19.221 -10.317
H5 13.856 -19.674 -10.080
H6 12.605 -18.739 -9.625
O4 10.821 -18.848 -8.209
H7 11.163 -18.063 -7.756
H8 10.214 -19.338 -7.647
O5 9.654 -20.604 -10.246
H9 8.921 -20.539 -10.784
H10 10.093 -19.778 -10.475
O6 15.367 -18.636 -8.171
H11 16.308 -18.739 -8.197
H12 15.207 -17.954 -7.482

Values from the calculation:
Structure (SMILES)   O.O.O.O.O.O
Energy above the lowest of the compared OMol25 structures with the same formula, charge and spin   38.0 kcal/mol
Kohn-Sham gap   10.797 eV
Net charge   0
2S+1   1
LUMO energy   0.19 eV
Energy   -12479.4651 eV
HOMO energy   -10.607 eV
Max |F|   3.24 eV/A

---

# 6
H12O6 | the ωB97M-V functional and the def2-TZVPD basis

Cartesian coordinates (Å):
O1 -1.414 0.467 1.685
H1 -1.456 1.077 2.438
H2 -1.586 1.070 1.012
O2 1.307 -0.865 -2.700
H3 1.132 -1.769 -3.030
H4 0.867 -0.818 -1.841
O3 1.680 2.264 1.347
H5 0.943 2.789 1.513
H6 2.454 2.836 1.251
O4 -1.472 -0.490 -1.434
H7 -2.250 0.013 -1.125
H8 -1.369 -0.455 -2.408
O5 0.848 -0.234 -0.053
H9 1.171 0.554 0.454
H10 -0.046 -0.043 -0.187
O6 -0.136 -2.369 1.319
H11 -1.046 -2.295 0.966
H12 0.372 -1.732 0.794

Values from the calculation:
Structure (SMILES)   O.O.O.O.O.O
Energy above the lowest of the compared OMol25 structures with the same formula, charge and spin   37.8 kcal/mol
Kohn-Sham gap   9.893 eV
Net charge   0
2S+1   1
LUMO energy   -0.10 eV
Energy   -12479.4762 eV
HOMO energy   -9.993 eV
Max |F|   3.00 eV/A

---

# 7
H12O6 | the ωB97M-V functional and the def2-TZVPD basis

Cartesian coordinates (Å):
O1 -0.034 2.539 -0.209
H1 -0.012 2.681 0.758
H2 0.846 2.859 -0.487
O2 1.920 -2.377 -0.246
H3 2.629 -1.743 -0.352
H4 1.225 -1.798 0.108
O3 -3.010 -2.207 1.130
H5 -2.160 -2.224 1.594
H6 -3.108 -1.288 0.851
O4 0.163 -0.248 0.412
H7 0.238 0.620 0.021
H8 -0.596 -0.611 -0.053
O5 3.132 1.909 -0.153
H9 2.616 1.650 0.623
H10 3.834 1.257 -0.137
O6 -2.317 -0.311 -0.983
H11 -2.619 0.402 -1.542
H12 -2.747 -1.111 -1.335

Values from the calculation:
Structure (SMILES)   O.O.O.O.O.O
Energy above the lowest of the compared OMol25 structures with the same formula, charge and spin   26.1 kcal/mol
Kohn-Sham gap   10.994 eV
Net charge   0
2S+1   1
LUMO energy   0.27 eV
Energy   -12479.9823 eV
HOMO energy   -10.727 eV
Max |F|   1.10 eV/A

---

# 8
H12O6 | the ωB97M-V functional and the def2-TZVPD basis

Cartesian coordinates (Å):
O1 -1.128 0.438 -0.799
H1 -0.703 0.715 0.076
H2 -1.522 -0.424 -0.666
O2 0.444 1.273 1.291
H3 0.083 1.069 2.184
H4 1.078 2.011 1.448
O3 -1.613 -1.997 0.195
H5 -2.015 -2.569 -0.421
H6 -1.571 -2.238 1.113
O4 0.965 2.613 -0.971
H7 0.895 3.407 -0.486
H8 0.205 2.147 -0.775
O5 1.327 -1.408 1.276
H9 0.889 -1.782 2.052
H10 1.395 -0.475 1.532
O6 0.323 -0.918 -2.743
H11 -0.133 -0.545 -1.952
H12 1.081 -1.322 -2.357

Values from the calculation:
Structure (SMILES)   O.O.O.O.O.O
Energy above the lowest of the compared OMol25 structures with the same formula, charge and spin   44.6 kcal/mol
Kohn-Sham gap   9.863 eV
Net charge   0
2S+1   1
LUMO energy   -0.25 eV
Energy   -12479.1805 eV
HOMO energy   -10.110 eV
Max |F|   3.10 eV/A

---

# 9
H12O6 | the ωB97M-V functional and the def2-TZVPD basis

Cartesian coordinates (Å):
O1 -1.295 0.955 1.811
H1 -1.933 1.247 1.150
H2 -1.531 0.047 1.905
O2 -2.633 0.419 -0.905
H3 -1.657 0.398 -0.928
H4 -2.925 -0.138 -1.634
O3 2.308 -0.168 -1.196
H5 2.476 -0.953 -0.667
H6 2.667 0.557 -0.673
O4 -0.196 0.121 -0.288
H7 -0.178 0.848 0.335
H8 0.646 0.147 -0.727
O5 -0.979 -2.539 -1.050
H9 -0.855 -1.669 -0.623
H10 -0.084 -2.815 -1.278
O6 1.954 1.176 1.211
H11 2.830 1.334 1.579
H12 1.382 1.034 1.977

Values from the calculation:
Structure (SMILES)   O.O.O.O.O.O
Energy above the lowest of the compared OMol25 structures with the same formula, charge and spin   26.5 kcal/mol
Kohn-Sham gap   10.872 eV
Net charge   0
2S+1   1
LUMO energy   0.12 eV
Energy   -12479.9634 eV
HOMO energy   -10.754 eV
Max |F|   1.39 eV/A

---

# 10
H12O6 | the ωB97M-V functional and the def2-TZVPD basis

Cartesian coordinates (Å):
O1 0.785 -1.683 -0.504
H1 1.570 -1.133 -0.307
H2 1.084 -2.542 -0.785
O2 -0.825 0.428 -1.602
H3 -0.336 -0.392 -1.471
H4 -1.657 0.265 -1.127
O3 0.550 1.687 0.219
H5 -0.006 1.354 -0.568
H6 0.617 2.657 0.183
O4 -0.515 -0.441 1.650
H7 -0.083 -1.071 1.042
H8 -0.103 0.408 1.463
O5 2.742 0.099 0.026
H9 2.022 0.788 0.002
H10 2.999 0.052 0.964
O6 -2.815 -0.009 0.165
H11 -2.097 -0.236 0.816
H12 -3.387 -0.794 0.152

Values from the calculation:
Structure (SMILES)   O.O.O.O.O.O
Energy above the lowest of the compared OMol25 structures with the same formula, charge and spin   0.0 kcal/mol
Kohn-Sham gap   11.811 eV
Net charge   0
2S+1   1
LUMO energy   0.51 eV
Energy   -12481.1137 eV
HOMO energy   -11.297 eV
Max |F|   0.82 eV/A

---

# 11
H12O6 | the ωB97M-V functional and the def2-TZVPD basis

Cartesian coordinates (Å):
O1 -1.708 -2.050 1.605
H1 -2.188 -1.252 1.284
H2 -1.685 -2.494 0.783
O2 -1.993 -1.261 -0.884
H3 -1.844 -0.284 -0.713
H4 -1.873 -1.424 -1.826
O3 -0.809 1.335 -0.462
H5 0.052 1.437 -1.032
H6 -1.079 2.255 -0.284
O4 0.409 0.137 1.371
H7 -0.201 0.674 0.881
H8 -0.084 -0.673 1.616
O5 1.462 1.061 -1.940
H9 1.363 0.068 -2.030
H10 2.053 1.146 -1.168
O6 2.669 0.771 0.429
H11 1.839 0.329 0.695
H12 3.401 0.270 0.840

Values from the calculation:
Structure (SMILES)   O.O.O.O.O.O
Energy above the lowest of the compared OMol25 structures with the same formula, charge and spin   19.3 kcal/mol
Kohn-Sham gap   11.510 eV
Net charge   0
2S+1   1
LUMO energy   0.32 eV
Energy   -12480.2769 eV
HOMO energy   -11.195 eV
Max |F|   2.45 eV/A

---

# 12
H12O6 | the ωB97M-V functional and the def2-TZVPD basis

Cartesian coordinates (Å):
O1 -0.726 -0.340 -1.138
H1 0.025 -0.916 -1.316
H2 -1.468 -0.947 -1.035
O2 1.011 1.028 2.494
H3 1.865 1.233 2.892
H4 0.429 1.726 2.813
O3 0.643 -3.353 1.671
H5 0.662 -3.342 2.635
H6 1.037 -4.201 1.438
O4 -0.717 -1.242 -2.952
H7 -1.385 -1.560 -3.569
H8 0.057 -1.085 -3.505
O5 0.692 3.874 -2.034
H9 0.570 4.558 -1.366
H10 0.547 3.050 -1.554
O6 -0.822 0.720 1.300
H11 -1.416 0.031 0.980
H12 -1.003 0.765 2.245

Values from the calculation:
Structure (SMILES)   O.O.O.O.O.O
Energy above the lowest of the compared OMol25 structures with the same formula, charge and spin   92.6 kcal/mol
Kohn-Sham gap   9.777 eV
Net charge   0
2S+1   1
LUMO energy   0.67 eV
Energy   -12477.0981 eV
HOMO energy   -9.110 eV
Max |F|   4.57 eV/A